{"formula": "C92H212F18N11O3P3", "method": "ωB97M-V/def2-TZVPD", "homo_ev": -16.15, "total_charge": 8, "gap_ev": 6.812, "elements": ["C", "C", "C", "C", "N", "C", "C", "C", "C", "C", "H", "H", "H", "H", "H", "H", "H", "H", "H", "H", "H", "H", "H", "H", "H", "H", "H", "H", "H", "H", "C", "C", "C", "C", "N", "C", "C", "C", "C", "C", "H", "H", "H", "H", "H", "H", "H", "H", "H", "H", "H", "H", "H", "H", "H", "H", "H", "H", "H", "H", "C", "C", "C", "C", "N", "C", "C", "C", "C", "C", "H", "H", "H", "H", "H", "H", "H", "H", "H", "H", "H", "H", "H", "H", "H", "H", "H", "H", "H", "H", "C", "C", "C", "C", "N", "C", "C", "C", "C", "C", "H", "H", "H", "H", "H", "H", "H", "H", "H", "H", "H", "H", "H", "H", "H", "H", "H", "H", "H", "H", "C", "C", "C", "C", "N", "C", "C", "C", "C", "C", "C", "C", "H", "H", "H", "H", "H", "H", "H", "H", "H", "H", "H", "H", "H", "H", "H", "H", "H", "H", "H", "H", "H", "H", "H", "H", "C", "C", "C", "C", "N", "C", "C", "C", "C", "C", "C", "C", "H", "H", "H", "H", "H", "H", "H", "H", "H", "H", "H", "H", "H", "H", "H", "H", "H", "H", "H", "H", "H", "H", "H", "H", "C", "C", "C", "C", "N", "C", "C", "C", "C", "C", "C", "C", "H", "H", "H", "H", "H", "H", "H", "H", "H", "H", "H", "H", "H", "H", "H", "H", "H", "H", "H", "H", "H", "H", "H", "H", "C", "C", "C", "C", "N", "C", "C", "C", "C", "C", "C", "C", "H", "H", "H", "H", "H", "H", "H", "H", "H", "H", "H", "H", "H", "H", "H", "H", "H", "H", "H", "H", "H", "H", "H", "H", "C", "C", "C", "O", "C", "N", "H", "H", "H", "H", "H", "H", "H", "H", "H", "H", "H", "H", "C", "C", "C", "O", "C", "N", "H", "H", "H", "H", "H", "H", "H", "H", "H", "H", "H", "H", "C", "C", "C", "O", "C", "N", "H", "H", "H", "H", "H", "H", "H", "H", "H", "H", "H", "H", "P", "F", "F", "F", "F", "F", "F", "P", "F", "F", "F", "F", "F", "F", "P", "F", "F", "F", "F", "F", "F"], "xyz": [[-0.961, -9.471, 9.703], [-0.326, -9.680, 8.381], [-1.070, -9.138, 7.212], [-1.376, -7.675, 7.161], [-2.523, -7.268, 6.235], [-2.521, -7.968, 4.883], [-1.398, -7.273, 4.058], [-1.455, -5.798, 4.650], [-2.373, -5.799, 5.864], [-3.826, -7.611, 6.968], [-1.145, -8.411, 9.843], [-0.251, -9.754, 10.463], [-1.825, -10.109, 9.937], [-0.383, -10.724, 8.247], [0.723, -9.379, 8.364], [-2.033, -9.592, 7.109], [-0.488, -9.382, 6.324], [-0.510, -7.108, 6.719], [-1.576, -7.243, 8.174], [-3.457, -7.780, 4.413], [-2.393, -9.060, 4.998], [-1.704, -7.277, 3.015], [-0.441, -7.785, 4.177], [-1.850, -5.091, 3.904], [-0.445, -5.467, 4.960], [-3.368, -5.515, 5.593], [-2.077, -5.261, 6.727], [-3.907, -6.945, 7.832], [-3.599, -8.639, 7.256], [-4.687, -7.398, 6.322], [3.598, -3.254, -1.606], [4.792, -3.110, -2.484], [4.474, -3.445, -3.920], [5.604, -3.319, -4.920], [5.035, -3.164, -6.319], [6.064, -3.173, -7.367], [5.481, -2.461, -8.600], [4.471, -1.543, -8.036], [4.495, -1.785, -6.520], [4.039, -4.276, -6.726], [2.838, -2.518, -1.844], [3.896, -3.135, -0.610], [3.230, -4.278, -1.704], [5.635, -3.683, -2.134], [5.207, -2.099, -2.415], [3.636, -2.888, -4.267], [4.171, -4.497, -3.943], [6.257, -4.190, -4.811], [6.199, -2.425, -4.748], [6.443, -4.155, -7.507], [6.949, -2.526, -6.978], [5.005, -3.193, -9.228], [6.345, -2.162, -9.213], [3.555, -1.804, -8.547], [4.683, -0.516, -8.311], [3.504, -1.551, -6.032], [5.159, -1.118, -5.970], [4.523, -5.239, -6.805], [3.738, -3.848, -7.672], [3.171, -4.255, -6.038], [0.029, -2.979, 3.592], [0.093, -3.320, 2.091], [-1.015, -2.696, 1.287], [-0.681, -2.518, -0.128], [-1.886, -1.964, -1.020], [-1.319, -1.525, -2.321], [-2.413, -0.664, -2.885], [-3.283, -0.246, -1.670], [-2.557, -0.761, -0.423], [-2.811, -3.088, -1.217], [0.417, -1.939, 3.645], [0.593, -3.610, 4.265], [-1.050, -2.897, 3.813], [0.052, -4.421, 1.977], [1.094, -3.137, 1.697], [-1.238, -1.719, 1.733], [-1.911, -3.314, 1.454], [-0.510, -3.502, -0.565], [0.128, -1.810, -0.320], [-1.038, -2.423, -2.889], [-0.449, -0.923, -2.120], [-2.996, -1.161, -3.675], [-1.978, 0.201, -3.308], [-4.256, -0.728, -1.797], [-3.366, 0.839, -1.713], [-3.244, -1.088, 0.350], [-1.765, -0.114, 0.005], [-2.361, -3.924, -1.707], [-3.756, -2.727, -1.707], [-3.119, -3.539, -0.280], [-5.708, -7.619, -2.964], [-4.283, -8.002, -3.448], [-3.736, -9.430, -3.333], [-2.239, -9.409, -3.669], [-1.458, -10.773, -3.571], [-1.524, -11.286, -2.166], [-0.422, -12.281, -2.055], [0.698, -11.684, -2.913], [-0.032, -10.623, -3.822], [-1.941, -11.749, -4.568], [-5.852, -7.722, -1.903], [-6.498, -8.259, -3.361], [-6.001, -6.560, -3.223], [-3.671, -7.348, -2.850], [-4.123, -7.641, -4.481], [-4.271, -10.104, -3.998], [-3.921, -9.688, -2.296], [-1.770, -8.742, -2.947], [-2.079, -9.069, -4.708], [-2.522, -11.648, -1.992], [-1.329, -10.394, -1.617], [-0.699, -13.228, -2.481], [-0.073, -12.548, -1.068], [1.177, -12.432, -3.516], [1.428, -11.211, -2.252], [0.283, -10.840, -4.856], [0.304, -9.606, -3.564], [-1.206, -12.583, -4.591], [-1.959, -11.201, -5.476], [-2.896, -12.144, -4.262], [6.269, 0.659, 8.020], [6.222, 1.317, 9.539], [5.606, 0.639, 10.676], [6.803, -0.450, 11.116], [6.353, -1.338, 12.162], [5.844, -0.624, 13.402], [6.833, -0.825, 14.501], [8.171, -1.139, 13.716], [7.700, -2.025, 12.671], [5.421, -2.405, 11.643], [4.791, -3.214, 12.757], [3.589, -4.006, 12.455], [6.102, 1.114, 7.035], [5.902, -0.306, 8.218], [7.410, 0.707, 8.252], [5.460, 1.391, 8.625], [6.785, 2.218, 9.750], [4.764, 0.085, 10.322], [5.325, 1.416, 11.388], [7.702, 0.125, 11.474], [7.100, -1.080, 10.254], [4.837, -1.009, 13.618], [5.723, 0.405, 13.178], [6.520, -1.669, 15.175], [6.980, 0.181, 14.935], [8.953, -1.751, 14.267], [8.622, -0.168, 13.347], [7.434, -3.063, 13.023], [8.333, -2.041, 11.700], [6.039, -3.046, 11.025], [4.723, -2.021, 10.887], [4.567, -2.585, 13.665], [5.504, -3.860, 13.327], [2.831, -3.534, 11.743], [3.109, -4.510, 13.289], [3.754, -4.867, 11.790], [1.603, 5.392, 3.597], [1.154, 6.653, 2.843], [2.202, 7.725, 2.560], [1.535, 9.055, 2.354], [2.551, 10.186, 2.002], [1.730, 11.484, 1.930], [1.442, 11.744, 0.411], [2.611, 11.030, -0.364], [3.171, 10.021, 0.632], [3.550, 10.362, 3.059], [2.962, 10.488, 4.470], [4.111, 10.691, 5.460], [2.302, 4.706, 3.094], [0.637, 4.904, 3.903], [2.123, 5.617, 4.525], [0.365, 7.143, 3.462], [0.733, 6.411, 1.837], [2.767, 7.300, 1.691], [2.882, 7.743, 3.413], [1.052, 9.476, 3.242], [0.895, 9.000, 1.504], [2.382, 12.285, 2.246], [0.895, 11.369, 2.630], [1.540, 12.815, 0.303], [0.462, 11.475, -0.047], [3.329, 11.797, -0.604], [2.214, 10.602, -1.227], [4.247, 10.034, 0.683], [2.950, 8.969, 0.323], [4.098, 11.257, 2.786], [4.201, 9.470, 3.083], [2.477, 9.538, 4.769], [2.181, 11.237, 4.620], [4.909, 9.943, 5.363], [3.801, 10.474, 6.514], [4.525, 11.683, 5.416], [-2.590, 0.575, -8.798], [-2.561, -0.087, -10.127], [-3.451, 0.685, -11.112], [-3.478, 0.118, -12.485], [-4.327, 0.869, -13.460], [-4.385, 0.150, -14.846], [-4.303, 1.267, -15.887], [-3.360, 2.226, -15.191], [-3.790, 2.262, -13.772], [-5.805, 1.036, -13.026], [-6.720, -0.187, -12.711], [-8.140, 0.227, -12.335], [-2.098, -0.018, -8.058], [-3.604, 0.928, -8.545], [-2.016, 1.501, -8.893], [-2.994, -1.087, -10.158], [-1.590, -0.071, -10.551], [-2.943, 1.653, -11.221], [-4.458, 0.783, -10.741], [-3.832, -0.900, -12.504], [-2.485, 0.150, -12.921], [-5.274, -0.453, -14.892], [-3.520, -0.492, -15.041], [-5.301, 1.642, -16.072], [-3.922, 0.883, -16.855], [-3.260, 3.199, -15.654], [-2.351, 1.831, -15.145], [-4.560, 2.936, -13.487], [-2.878, 2.299, -13.203], [-6.282, 1.572, -13.857], [-5.669, 1.761, -12.187], [-6.307, -0.801, -11.859], [-6.768, -0.857, -13.578], [-8.783, 0.602, -13.147], [-8.059, 1.036, -11.672], [-8.737, -0.543, -11.916], [6.860, 7.744, -0.953], [7.817, 8.927, -1.156], [9.095, 8.757, -0.329], [9.974, 9.955, -0.572], [11.239, 9.909, 0.310], [12.047, 11.122, 0.015], [12.857, 10.911, -1.249], [12.940, 9.311, -1.404], [12.164, 8.764, -0.159], [10.817, 9.734, 1.746], [10.034, 10.934, 2.341], [9.576, 10.675, 3.781], [6.446, 7.670, 0.033], [7.356, 6.784, -1.147], [6.003, 7.863, -1.651], [7.318, 9.853, -0.975], [8.041, 8.974, -2.223], [9.688, 7.891, -0.621], [8.717, 8.804, 0.677], [9.464, 10.871, -0.374], [10.270, 9.923, -1.639], [12.716, 11.269, 0.890], [11.466, 12.031, -0.056], [13.849, 11.460, -1.214], [12.338, 11.259, -2.172], [14.030, 9.062, -1.377], [12.531, 9.009, -2.358], [12.866, 8.583, 0.672], [11.589, 7.884, -0.379], [11.711, 9.584, 2.353], [10.198, 8.841, 1.845], [9.153, 11.200, 1.712], [10.711, 11.797, 2.259], [9.155, 11.566, 4.249], [10.329, 10.267, 4.486], [8.687, 10.011, 3.787], [-7.280, -1.528, 7.716], [-7.617, -0.463, 6.713], [-6.541, 0.628, 6.730], [-6.733, 1.496, 5.630], [-5.660, 2.421, 5.411], [-7.713, -1.047, 5.369], [-7.958, -0.268, 4.773], [-6.813, -1.394, 5.029], [-8.377, -1.859, 5.351], [-8.076, -2.238, 7.856], [-7.229, -1.001, 8.744], [-6.288, -1.935, 7.605], [-8.552, 0.004, 6.958], [-5.496, 0.252, 6.670], [-6.609, 1.120, 7.696], [-5.535, 3.074, 6.257], [-5.947, 3.074, 4.599], [-4.789, 1.935, 5.114], [-11.889, -5.450, 0.512], [-13.146, -5.630, -0.249], [-13.572, -4.557, -1.209], [-14.574, -5.166, -2.045], [-15.171, -4.268, -2.976], [-13.135, -7.001, -1.005], [-13.019, -7.817, -0.384], [-13.967, -7.223, -1.532], [-12.323, -7.029, -1.629], [-11.040, -5.689, -0.152], [-11.872, -6.101, 1.401], [-11.772, -4.399, 0.926], [-14.017, -5.886, 0.397], [-12.781, -4.139, -1.836], [-13.978, -3.689, -0.648], [-14.528, -3.873, -3.772], [-15.437, -3.310, -2.476], [-16.012, -4.741, -3.426], [-6.575, 8.533, -4.274], [-5.272, 9.181, -4.532], [-4.061, 8.294, -4.811], [-4.001, 7.371, -3.782], [-3.158, 6.228, -4.060], [-5.239, 10.108, -5.790], [-6.041, 10.729, -5.809], [-4.361, 10.653, -5.742], [-5.211, 9.541, -6.695], [-6.391, 7.764, -3.570], [-6.897, 7.968, -5.162], [-7.343, 9.184, -4.000], [-5.024, 9.919, -3.717], [-3.141, 8.897, -4.887], [-4.145, 7.786, -5.816], [-3.284, 5.789, -5.078], [-3.504, 5.518, -3.301], [-2.115, 6.411, -3.861], [-0.219, -5.958, -3.143], [-0.742, -6.689, -4.553], [0.849, -7.193, -2.881], [0.874, -5.159, -3.984], [0.256, -5.239, -1.892], [-1.351, -4.810, -3.522], [-1.399, -6.750, -2.272], [-0.311, 2.908, -1.678], [-0.372, 1.260, -2.147], [0.388, 3.297, -3.014], [-1.744, 3.305, -2.383], [-0.185, 4.427, -1.169], [-1.107, 2.473, -0.338], [1.149, 2.515, -1.013], [-5.013, -2.353, 3.382], [-3.912, -1.163, 2.943], [-6.223, -1.402, 2.824], [-4.867, -2.960, 1.943], [-6.038, -3.584, 3.809], [-3.759, -3.263, 3.874], [-5.213, -1.797, 4.886]], "forces_ev_per_a": [[0.0, 0.4, 1.2], [0.1, -0.1, 0.1], [-0.2, 0.5, -1.4], [1.5, 2.1, -0.2], [-0.8, -0.4, 0.4], [1.8, -0.4, 0.1], [-1.3, 0.6, 1.3], [1.1, -0.1, -0.4], [-0.7, -1.8, -0.8], [1.2, 0.8, -0.4], [-0.5, 0.1, 0.5], [0.3, 0.0, 0.4], [-0.1, 0.5, -0.5], [0.6, -1.4, -0.5], [-0.1, 0.1, 0.0], [-0.5, -1.1, 0.1], [-0.2, -0.2, -0.2], [-0.6, -0.5, 0.7], [-0.1, -0.2, -1.0], [-0.9, 0.2, -0.1], [-0.1, 0.7, 0.1], [0.2, 0.0, -0.1], [-0.1, 0.3, 0.0], [0.3, -0.3, 0.3], [-0.5, -0.1, -0.4], [-0.6, 0.5, -0.2], [0.5, 0.6, 0.7], [0.2, -0.3, 0.0], [-1.2, 0.1, 0.1], [0.3, -0.6, 0.1], [-0.4, -0.8, -0.8], [1.1, 1.2, -0.6], [0.3, -1.2, -0.1], [-0.2, 0.2, 0.3], [-0.3, -1.1, 0.4], [2.7, 2.0, 0.2], [2.1, -2.4, -0.2], [-0.2, 1.1, -0.1], [-2.0, 1.3, 0.6], [-0.6, 2.1, 0.8], [-0.3, -0.1, -0.1], [0.3, 0.3, 1.7], [-0.4, 0.2, 0.0], [0.2, -0.7, 0.2], [-0.3, 0.3, -0.1], [-0.8, 0.6, -0.1], [-0.3, 0.1, 0.0], [0.0, 0.1, -0.7], [0.1, 0.0, 0.0], [0.2, -0.9, -0.2], [-1.5, -1.1, -0.5], [-0.3, -0.4, -0.3], [-0.5, 0.8, 0.3], [-0.7, 0.2, 0.5], [-0.1, 0.3, 0.4], [0.8, -1.0, -0.5], [0.4, 0.0, -0.4], [0.2, 0.0, 0.1], [-0.5, -0.9, -0.4], [0.6, -0.2, -0.4], [-0.7, 1.9, -1.3], [1.2, -2.0, 0.5], [-1.0, 0.9, 1.7], [-1.1, 0.1, -2.1], [2.2, -1.5, 2.1], [-0.1, -0.6, -0.3], [-0.7, -0.4, -0.4], [0.2, 0.5, -0.7], [0.0, -0.1, -0.6], [-2.1, 0.0, 0.2], [-0.2, -0.6, 0.4], [0.0, -0.2, 0.0], [0.5, -0.3, 0.6], [-0.3, 0.2, 0.0], [0.0, 0.6, -0.1], [-0.1, 0.0, 0.0], [0.1, 0.3, -0.3], [0.5, 0.2, -0.3], [0.0, -0.2, 0.2], [-0.2, 0.3, 0.1], [0.3, 0.2, 0.2], [0.1, 0.0, 0.4], [0.4, 0.8, -0.5], [0.0, 0.4, 0.4], [-0.3, -0.1, 0.4], [0.1, 0.0, 0.2], [-0.5, -0.1, -0.5], [0.5, 0.0, -1.0], [1.1, -0.5, 0.2], [-0.1, 0.6, 0.5], [-0.6, -0.2, -0.9], [-0.2, 1.3, -0.6], [-0.3, 0.1, 0.0], [0.2, -0.6, -0.2], [-1.4, 0.8, 0.0], [-0.4, 0.1, -0.3], [0.7, -0.7, -0.5], [-0.6, 0.9, 0.3], [3.0, 0.4, 0.2], [0.5, -1.0, 0.9], [0.4, 0.0, 0.7], [0.1, 0.0, -0.4], [0.7, -1.1, 0.1], [0.7, 0.1, 0.1], [-0.3, -0.2, 0.3], [-0.2, -0.1, 0.1], [0.2, -0.6, 0.2], [0.4, 0.0, -0.4], [0.1, 0.0, 0.6], [-0.3, -0.1, 0.3], [0.1, 0.5, 1.0], [-0.5, -0.5, -0.2], [-0.2, 0.4, 0.4], [0.4, -0.3, -0.1], [0.0, 0.1, -0.4], [-0.8, 0.4, 0.3], [-0.3, -0.3, -0.1], [-0.6, 0.6, -0.3], [-0.2, 0.0, -1.1], [-0.4, 0.0, -0.2], [6.9, -1.6, 0.8], [-2.7, 2.6, -1.8], [2.8, -1.9, -0.6], [-1.6, 2.8, -0.6], [0.9, -2.0, 1.6], [-1.2, -0.4, -0.6], [1.5, 0.0, 0.3], [0.9, 0.5, 1.9], [-0.8, -1.2, -3.3], [0.2, -0.4, -0.3], [0.8, 0.5, 3.0], [-2.1, -1.4, -3.0], [-0.7, 0.2, 0.7], [-0.3, -1.4, -0.7], [-1.6, -1.1, -2.3], [-1.5, 3.1, 2.9], [0.1, -0.1, -0.7], [-0.8, -0.4, 0.3], [0.1, -0.6, 0.4], [-1.0, -0.5, -0.4], [-0.3, 0.6, 0.3], [0.6, 0.5, 0.0], [0.1, 0.9, -0.4], [0.6, 1.1, -0.3], [-0.3, -1.0, 0.8], [-0.9, 1.2, -0.1], [-0.4, -1.3, 0.4], [0.4, 1.2, -0.4], [-0.8, -0.5, 1.8], [0.4, -0.3, 0.0], [-0.2, 0.4, 0.8], [-0.3, -0.3, -1.3], [0.0, 0.1, -1.2], [0.6, 0.3, 1.6], [-0.1, 0.6, 0.4], [0.9, -0.1, 0.2], [-0.8, -0.2, 0.3], [-0.8, 0.3, -0.3], [0.8, -1.3, 0.2], [1.8, 0.8, -0.2], [-1.6, 0.6, -0.6], [-0.3, -0.6, -1.3], [0.0, -0.3, 0.1], [-0.6, 1.4, 2.6], [-0.3, -2.0, -0.7], [0.3, -0.6, 1.2], [0.2, -1.0, 0.7], [-0.2, -0.9, 1.3], [-0.7, 0.2, -0.3], [1.2, -0.1, -0.4], [-0.1, 0.4, 0.2], [0.2, -0.5, -0.5], [-0.1, -0.1, 0.9], [-0.2, 1.0, 0.5], [0.1, 0.2, 0.0], [-0.2, -0.7, -0.3], [-0.9, 0.2, -0.5], [0.1, 0.1, 0.3], [0.1, 0.3, -0.5], [-0.2, 0.3, -0.3], [0.6, -0.1, 1.0], [0.4, 0.0, -0.3], [-0.3, -0.8, -1.4], [0.4, 0.3, 0.4], [0.0, 0.9, 0.2], [0.4, 0.0, 0.1], [-0.1, 0.5, -0.3], [0.2, 0.3, -0.4], [0.3, 0.3, -0.3], [0.0, 0.2, -0.6], [-0.2, 0.6, -0.9], [0.3, 0.4, 0.0], [-0.1, 1.3, -0.1], [-2.1, -0.3, -1.4], [1.0, 1.0, 0.0], [0.0, -0.3, -0.8], [-1.7, -1.0, -1.6], [0.7, 0.2, -0.4], [0.0, -0.8, -0.2], [0.1, 0.2, -1.0], [0.6, -1.3, 0.7], [-0.1, 0.6, 0.6], [1.1, -0.9, 0.4], [0.1, 0.7, -1.5], [-0.1, -0.3, 0.8], [0.3, -0.6, 0.3], [0.1, 0.0, 0.2], [0.5, -0.4, 0.5], [1.1, -0.4, -0.2], [-0.7, 0.3, 0.3], [-0.3, 0.2, 0.4], [-0.1, -0.5, 0.0], [0.2, -0.2, -0.1], [-0.2, -0.1, 0.1], [0.0, 0.0, 0.8], [-0.1, 0.6, -0.1], [-0.2, 0.2, 0.6], [-0.2, 0.3, 0.0], [0.2, -0.3, -0.6], [-0.3, 0.9, 0.2], [-0.1, 0.9, 0.8], [0.3, 0.0, 0.2], [-0.8, -0.7, -0.4], [-0.2, 0.6, -0.8], [0.2, 0.1, 0.2], [0.7, -0.1, -0.2], [-0.2, 1.1, 1.3], [-0.1, -0.9, 0.7], [-0.3, 0.2, -1.1], [0.3, -1.6, -0.8], [-0.8, 1.3, -0.8], [1.0, -1.0, -0.4], [-0.8, -0.6, -1.3], [1.3, 1.1, 1.1], [0.2, -0.9, -1.3], [1.1, 1.4, 1.3], [1.0, 1.0, -0.3], [-0.3, 0.6, 0.8], [0.4, 0.2, -0.7], [-0.7, -0.4, 0.3], [-0.1, 0.2, 0.8], [-0.1, 0.3, -0.1], [0.5, -0.3, 0.4], [-0.3, 0.8, 0.6], [0.2, -0.1, -0.1], [-0.7, -0.4, 0.4], [0.3, -0.7, 0.6], [-0.2, 0.7, 0.2], [0.2, 0.3, 0.6], [-0.3, -0.2, -0.5], [-0.6, -0.1, 0.2], [-1.2, -0.9, 0.1], [0.3, 0.1, 0.9], [-1.1, -0.3, 0.1], [-0.1, -0.2, 0.0], [-0.4, 0.0, -0.3], [-0.2, -0.3, 0.2], [0.1, 0.0, -0.2], [0.4, 0.0, -0.3], [0.5, -0.3, 0.4], [-0.3, -0.1, 0.4], [0.4, 0.3, -0.2], [-0.3, 0.2, -0.7], [0.6, -0.1, -0.1], [0.0, 1.6, 2.7], [1.5, 0.2, 0.9], [0.9, 0.1, -0.6], [-0.3, -0.1, 0.1], [-2.0, 0.6, 0.1], [-1.0, -0.8, -0.2], [-0.4, 0.0, -0.8], [0.3, 0.0, 0.1], [0.5, 1.2, -0.3], [-0.1, -0.6, -0.2], [-0.1, -0.7, -1.5], [0.1, -0.5, -0.4], [-0.6, 0.1, -0.1], [-0.6, -0.4, 0.0], [-0.2, 0.4, 0.2], [0.3, 0.1, 0.6], [-0.3, 0.0, -0.3], [1.7, -1.0, -0.2], [1.0, 0.6, 0.9], [-2.5, -1.7, 0.4], [-1.0, 0.3, -1.1], [0.7, 0.5, 0.3], [0.4, 1.9, 0.5], [1.7, -0.4, 0.4], [0.1, 0.6, 0.2], [-0.6, 0.7, -0.5], [-0.3, -0.1, -0.2], [0.0, 0.3, 0.5], [0.1, 0.1, -0.4], [-0.2, -1.2, -0.8], [0.5, 0.9, 0.0], [0.4, -0.3, 0.0], [0.0, -0.5, -0.1], [0.5, -0.8, 0.0], [-0.4, -0.8, 0.1], [-0.6, -0.3, -0.1], [0.6, -1.4, -2.2], [1.6, 2.1, -0.1], [-0.1, -0.7, -0.3], [0.6, -0.5, -0.7], [-1.0, -0.6, 0.6], [0.3, -1.1, -0.7], [-0.1, 0.3, -0.1], [-0.6, -0.1, -0.2], [-0.2, 0.9, 1.4], [0.0, -0.5, 1.1], [0.0, 0.2, 0.0], [-1.1, 1.1, 0.7], [-0.2, -0.9, -0.6], [0.0, 0.1, 0.2], [-0.3, 0.3, 0.7], [-0.2, 0.6, 0.6], [0.3, -0.2, -0.4], [0.4, 0.4, -0.1], [-1.8, -2.3, -3.7], [0.6, -0.3, 1.2], [-0.9, 0.5, -0.2], [0.5, 0.2, -0.6], [0.4, 1.5, 2.9], [0.5, 0.1, 0.8], [0.8, 0.3, -0.4], [0.0, -1.1, 0.9], [-0.5, 1.5, -0.1], [0.9, -0.1, -1.5], [0.1, -0.9, 0.2], [0.1, 0.1, 0.5], [0.2, 0.1, -0.1], [-0.9, 0.5, 0.0], [1.1, -0.2, -1.3], [-1.2, -0.7, 1.1], [0.1, -0.4, 1.0], [0.0, -0.7, -1.2], [0.1, 0.9, -0.3], [0.0, 0.1, 0.4], [0.5, 0.7, 0.2]]}